No. 1
ORCA calculation (ωB97M-V/def2-TZVPD) on a cluster of 2 separate species, C4H11ISi in total in a non-equilibrium geometry.

Last column: Löwdin charge in e.
CARTESIAN COORDINATES (ANGSTROEM)
I (-7.069, -0.815, 2.393)  0.00
Si (-0.431, 0.815, 0.956)  0.73
C (0.835, -1.766, 0.023)  -0.15
C (-1.531, 0.904, -0.521)  -0.28
C (1.108, -0.300, 0.372)  -0.56
C (1.867, 0.625, -0.622)  -0.17
H (-1.735, -0.134, -0.856)  0.04
H (1.147, 0.848, -1.407)  0.04
H (1.642, -2.069, -0.599)  0.05
H (0.187, 1.913, 1.613)  -0.10
H (2.125, 1.601, -0.274)  0.05
H (-0.106, -1.958, -0.626)  0.09
H (0.700, -2.287, 0.987)  0.07
H (-2.383, 1.440, -0.288)  -0.03
H (2.759, 0.078, -1.112)  0.10
H (1.854, -0.413, 1.217)  0.09
H (-0.968, 1.518, -1.256)  0.03

Forces on the atoms, in the same order (eV/Å):
I 0.00 0.00 0.00
Si 1.13 -3.09 0.14
C -2.30 0.87 -0.81
C 1.95 -0.25 -0.81
C 0.72 1.36 2.09
C -0.31 -2.27 -1.72
H 0.08 0.83 0.00
H 0.21 -0.08 -0.66
H 0.91 -1.00 -0.15
H 0.23 1.45 0.22
H 0.54 0.35 0.81
H 1.26 0.46 1.06
H 0.29 -0.21 -0.78
H -2.11 0.85 0.29
H -1.17 0.98 0.78
H -0.99 0.39 -0.37
H -0.43 -0.64 -0.09

Results
Frontier orbital gap (spin up / spin down) in eV: 9.521 / 3.658
Lowest unoccupied orbital energy (spin up / spin down) in eV: -0.13 / -3.35
Electronic energy in a.u.: -746.06724
E_HOMO (spin up / spin down) in eV: -9.65 / -7.01
ΔE to the lowest compared entry with this formula, charge and spin in kJ/mol: 399.10
Total charge: 0


No. 2
ORCA calculation (ωB97M-V/def2-TZVPD) on a structure of composition C4H11InNO5Zn in a non-equilibrium geometry.

Last column: Löwdin charge in e.
CARTESIAN COORDINATES (ANGSTROEM)
In (-1.387, -3.024, 0.052)  0.67
Zn (-1.160, 1.866, -0.095)  1.10
O (-0.733, 4.076, 0.477)  -0.13
O (-1.058, -4.826, 1.107)  -0.34
O (-1.689, -6.777, 1.103)  -0.04
O (0.254, -0.463, 0.221)  -0.28
O (1.784, 1.364, -0.328)  -0.11
N (-1.975, -5.680, 0.608)  -0.18
C (0.610, -1.865, -0.020)  -0.28
C (0.744, 0.447, -0.819)  -0.20
C (1.370, 2.774, -0.403)  -0.17
C (0.459, 3.284, 0.882)  -0.20
H (1.053, -2.105, -1.074)  0.08
H (0.863, 3.021, -1.429)  0.15
H (-2.696, -2.077, 0.833)  -0.03
H (0.119, 2.329, 1.471)  0.13
H (2.377, 3.415, -0.375)  0.18
H (-0.185, 1.134, -1.122)  0.03
H (-0.452, 4.891, -0.052)  0.16
H (1.100, -0.059, -1.811)  0.20
H (1.351, -2.265, 0.813)  0.10
H (1.157, 3.916, 1.591)  0.18
H (-1.907, -3.376, -1.633)  -0.02

Forces on the atoms, in the same order (eV/Å):
In 0.60 -0.11 -0.11
Zn -1.55 0.80 1.05
O 1.37 -0.60 -0.60
O -0.62 1.75 -1.02
O -1.98 2.11 -2.05
O 1.94 2.35 -3.38
O -2.77 0.76 -0.69
N 2.55 -3.39 2.90
C 0.59 -2.64 0.35
C 1.44 -1.77 1.73
C 1.61 1.19 -0.17
C 1.76 0.38 0.01
H -0.46 1.08 1.87
H 0.72 -0.43 1.74
H 0.05 0.24 -0.14
H 0.32 1.55 -0.40
H -2.24 -1.58 -0.15
H 0.85 -0.86 -1.12
H -0.48 -1.56 0.94
H -0.81 0.75 1.85
H -1.40 1.18 -1.76
H -1.58 -1.47 -1.22
H 0.09 0.26 0.36

Results
Frontier orbital gap in eV: 2.661
Lowest unoccupied orbital energy in eV: -8.63
Electronic energy in a.u.: -2558.65365
E_HOMO in eV: -11.29
Total charge: +1


No. 3
ORCA calculation (ωB97M-V/def2-TZVPD) on a structure of composition C4H11LiO3 in a non-equilibrium geometry.

Last column: Löwdin spin population.
CARTESIAN COORDINATES (ANGSTROEM)
O (-2.044, -1.068, 0.910)  0.76
O (1.768, 0.713, -2.403)  0.00
O (0.322, -1.359, -0.227)  0.02
C (1.286, -0.330, -0.346)  0.00
C (-1.407, 1.100, 1.914)  0.01
C (-2.167, 0.287, 0.887)  0.11
C (1.918, -0.502, -1.711)  0.00
Li (-0.328, -1.732, 1.266)  0.00
H (-1.598, 0.719, 2.928)  0.00
H (-1.822, 0.554, -0.140)  0.07
H (2.022, -0.439, 0.466)  0.00
H (-1.755, 2.141, 1.900)  0.00
H (1.419, -1.323, -2.261)  0.00
H (2.595, 0.943, -2.834)  0.00
H (0.790, 0.653, -0.279)  0.00
H (-0.391, -1.238, -0.996)  0.00
H (2.983, -0.768, -1.591)  0.00
H (-0.337, 1.124, 1.656)  0.00
H (-3.254, 0.525, 0.861)  0.03

Forces on the atoms, in the same order (eV/Å):
O 0.19 0.01 0.23
O 0.16 0.23 -0.24
O -2.62 -0.06 -2.58
C 0.35 0.41 -0.50
C 0.10 0.06 0.08
C -0.90 0.46 -0.14
C 1.02 0.32 -0.27
Li -0.60 -0.67 1.46
H 0.26 0.06 -0.29
H -0.26 0.06 0.00
H -0.40 -0.06 -0.16
H 0.06 -0.27 -0.08
H 0.17 0.24 0.26
H -0.07 0.06 -0.14
H 0.37 -0.24 -0.06
H 2.39 -0.52 2.27
H -0.38 0.00 -0.20
H -0.21 -0.08 0.43
H 0.35 -0.01 -0.09

Results
Frontier orbital gap (spin up / spin down) in eV: 10.450 / 7.506
Expectation value of S²: 0.754
Lowest unoccupied orbital energy (spin up / spin down) in eV: -3.68 / -6.62
Electronic energy in a.u.: -391.96334
E_HOMO (spin up / spin down) in eV: -14.13 / -14.13
Multiplicity: 2
ΔE to the lowest compared entry with this formula, charge and spin in kJ/mol: 24.54
Total charge: +1